{
  "formula": "C5H4S",
  "method": "wB97M-V/def2-TZVPD",
  "fmax_ev_per_a": 10.0,
  "lumo_ev": [-0.40, -0.40],
  "de_lowest_kj_mol": 559.3,
  "homo_ev": [-8.0, -8.0],
  "charge": 0,
  "species": ["C", "C", "C", "C", "C", "S", "H", "H", "H", "H"],
  "positions_angstrom": [[0.8963, -0.7243, 0.1940], [0.3859, 1.2730, -1.5952], [1.6865, -0.8632, 1.0154], [0.2073, 0.3066, -0.3513], [-1.1089, 0.3579, 0.2715], [-0.1918, 0.0066, -2.3767], [2.3664, -1.4058, 1.6836], [-1.2930, -0.6202, 0.6794], [-1.8947, 0.5761, -0.5984], [-1.0541, 1.0932, 1.0776]],
  "forces_ev_per_angstrom": [[-1.52, 1.81, -4.28], [1.58, 1.11, 2.57], [6.45, -4.11, 6.46], [-2.81, 1.17, -5.26], [-2.89, 1.04, -1.22], [-0.42, -1.93, -0.78], [-0.58, 0.97, -0.40], [-0.61, -0.20, 0.35], [1.34, -0.03, 2.62], [-0.54, 0.16, -0.06]]
}

{
  "formula": "C15H26F6NO3P2Pm",
  "method": "wB97M-V/def2-TZVPD",
  "multiplicity": 5,
  "fmax_ev_per_a": 4.0,
  "lumo_ev": [-7.20, -6.70],
  "s2": 6.007,
  "de_lowest_kj_mol": 0.0,
  "homo_ev": [-15.5, -15.5],
  "charge": 2,
  "species": ["Pm", "P", "C", "C", "N", "C", "C", "C", "C", "C", "P", "H", "H", "H", "H", "H", "H", "H", "H", "O", "H", "H", "O", "H", "C", "H", "H", "H", "C", "H", "H", "H", "C", "H", "H", "H", "C", "H", "H", "H", "C", "C", "O", "C", "F", "F", "F", "C", "F", "F", "F", "H", "H", "H"],
  "positions_angstrom": [[-0.7632, -0.2731, -0.2602], [-0.3217, 2.2135, -1.6921], [1.2031, 1.7526, -2.6845], [2.2774, 1.1008, -1.8612], [1.9345, 0.3052, -0.8117], [2.9623, -0.2400, -0.1053], [4.2906, -0.0390, -0.4398], [4.6193, 0.7127, -1.5443], [3.5935, 1.2897, -2.2550], [2.6975, -1.0808, 1.0987], [0.9954, -1.7972, 1.2040], [3.7973, 1.8766, -3.1431], [5.0790, -0.4707, 0.1772], [5.6353, 0.8410, -1.8442], [3.4271, -1.9126, 1.1241], [2.7775, -0.4930, 2.0287], [0.8163, 1.0540, -3.4573], [1.5739, 2.6995, -3.1260], [-1.0387, -3.2302, -2.7983], [-0.5819, -2.3903, -3.0529], [-0.4019, -2.5188, -4.0173], [-2.3940, -3.6180, -0.1953], [-1.6608, -4.0467, -0.6598], [-1.8932, -5.0026, -0.6295], [1.4316, -3.4458, 0.5543], [2.1529, -3.9375, 1.2209], [0.5116, -4.0344, 0.4289], [1.8573, -3.2715, -0.4343], [1.1517, -2.3076, 2.9822], [0.1842, -2.7596, 3.2851], [1.9734, -3.0286, 3.1273], [1.3286, -1.3915, 3.5632], [0.1940, 3.8810, -1.2459], [0.3229, 4.5020, -2.1339], [-0.5584, 4.3473, -0.6042], [1.1310, 3.8348, -0.7007], [-1.3782, 2.7842, -3.0845], [-2.3664, 3.0194, -2.6451], [-0.9727, 3.6723, -3.5847], [-1.4859, 1.9519, -3.7882], [-2.6082, -0.1197, 3.4251], [-2.9147, 0.3829, 2.0107], [-2.4968, -0.4292, 0.9592], [-4.4822, 0.4462, 1.9372], [-5.1180, 1.1786, 2.9213], [-4.9156, 0.9022, 0.7422], [-4.9603, -0.8210, 2.0095], [-2.4173, 1.8212, 1.7546], [-2.6026, 2.6514, 2.7995], [-1.0329, 1.7625, 1.4876], [-2.9217, 2.4364, 0.6490], [-2.8323, -1.1998, 3.4705], [-3.2496, 0.4043, 4.1427], [-1.5502, 0.0348, 3.6958]],
  "forces_ev_per_angstrom": [[-1.07, 0.26, -0.73], [0.79, 1.25, -2.04], [-0.91, -0.25, 0.30], [0.02, -0.27, -0.11], [0.25, 0.12, 0.14], [-0.03, 0.25, -0.23], [0.34, -0.17, 0.26], [-0.35, -0.07, 0.12], [-0.28, 0.23, -0.30], [-0.52, 0.21, 0.21], [2.76, -2.00, 2.06], [-0.03, 0.03, 0.12], [-0.29, 0.01, -0.15], [0.52, 0.10, -0.11], [-0.41, 0.43, 0.24], [0.36, -0.03, -0.38], [0.53, 0.44, 0.11], [-0.21, -0.74, -0.07], [0.46, 0.89, -0.04], [-0.38, -0.89, -0.47], [-0.15, 0.35, 1.12], [-0.05, -0.26, -0.09], [-0.36, -0.44, 0.15], [0.26, 0.84, -0.08], [-0.90, -0.16, -1.02], [-0.28, 0.24, -0.30], [0.45, -0.05, 0.07], [0.10, -0.38, -0.11], [-1.30, 0.66, 0.21], [0.68, 0.19, 0.09], [-0.36, 0.44, -0.23], [-0.12, -0.43, 0.15], [0.07, 0.40, 1.40], [0.01, -0.26, 0.03], [0.13, 0.05, -0.02], [0.14, 0.18, 0.22], [-0.90, -0.89, 0.34], [0.35, -0.01, -0.46], [-0.01, -0.39, 0.19], [-0.24, 0.29, -0.09], [0.57, -0.22, -0.05], [-1.73, 0.45, 0.29], [1.32, 0.44, -0.15], [-2.07, -0.46, -0.29], [1.44, -0.87, -1.36], [0.36, 0.09, 0.65], [0.52, 0.65, 0.40], [-0.21, 1.60, 0.41], [0.44, -1.07, -1.19], [-0.25, -0.40, 0.12], [0.56, -0.79, 0.96], [0.05, 0.53, -0.09], [0.31, -0.13, -0.10], [-0.38, -0.02, -0.10]]
}

{
  "formula": "C39H44Br2MnN4OP2Se",
  "method": "wB97M-V/def2-TZVPD",
  "multiplicity": 6,
  "fmax_ev_per_a": 2.1,
  "lumo_ev": [-1.97, -1.00],
  "s2": 8.964,
  "de_lowest_kj_mol": 454.6,
  "homo_ev": [-6.6, -6.7],
  "charge": 0,
  "species": ["Mn", "C", "C", "C", "P", "C", "C", "C", "C", "C", "C", "C", "C", "C", "N", "C", "C", "C", "C", "C", "C", "P", "C", "C", "C", "C", "C", "C", "H", "H", "H", "H", "H", "H", "H", "H", "H", "H", "H", "H", "H", "H", "H", "H", "H", "H", "H", "H", "H", "H", "H", "H", "H", "H", "H", "H", "H", "H", "H", "H", "H", "H", "H", "H", "Br", "C", "C", "C", "Br", "C", "C", "C", "C", "N", "C", "C", "O", "H", "H", "H", "H", "Se", "N", "C", "C", "C", "C", "C", "C", "N", "H", "H", "H", "H"],
  "positions_angstrom": [[-0.0371, 0.2072, -0.2616], [-3.4462, 2.0165, -3.8206], [-2.6859, 2.5816, -2.6213], [-3.6402, 2.9188, -1.4716], [-1.4142, 1.3662, -2.0275], [-0.2405, 1.2533, -3.4591], [1.1976, 1.1107, -2.9668], [-0.6865, 0.1017, -4.3977], [-0.5233, 2.5088, -0.8564], [0.1083, 3.6855, -1.3142], [0.5197, 4.6657, -0.4568], [0.2996, 4.5055, 0.9237], [-0.2920, 3.3769, 1.4185], [-0.7093, 2.3382, 0.5467], [-1.2023, 1.1017, 0.9420], [-1.6502, 0.7671, 2.2430], [-2.3532, 1.6620, 3.0449], [-2.7585, 1.2757, 4.3180], [-2.4963, -0.0025, 4.7903], [-1.8637, -0.9120, 3.9523], [-1.4393, -0.5373, 2.6848], [-0.8543, -1.6585, 1.3621], [-2.5295, -2.4145, 1.0181], [-3.4075, -1.3987, 0.2748], [-2.5070, -3.7431, 0.2651], [0.0920, -3.0180, 2.1668], [0.8839, -3.7824, 1.0892], [1.0386, -2.5525, 3.2760], [-4.2497, 2.7019, -4.1042], [-2.8030, 1.8797, -4.6907], [-3.9001, 1.0497, -3.5804], [-2.1418, 3.4817, -2.9180], [-4.1449, 2.0169, -1.1102], [-3.1188, 3.3767, -0.6276], [-4.4068, 3.6207, -1.8122], [-0.2880, 2.2012, -4.0033], [2.2886, 0.4545, -1.4180], [1.8433, 0.8124, -3.7912], [1.5657, 2.0639, -2.5990], [-1.3311, -0.6233, -3.8940], [-1.2251, 0.4844, -5.2653], [0.1825, -0.4491, -4.7642], [0.2346, 3.8325, -2.3812], [0.9897, 5.5638, -0.8382], [0.6070, 5.2838, 1.6133], [-0.4382, 3.2774, 2.4824], [-2.5926, 2.6502, 2.6721], [-3.2908, 1.9844, 4.9418], [-2.8036, -0.2945, 5.7874], [-1.7001, -1.9304, 4.2941], [-2.9350, -2.5781, 2.0190], [-2.9172, -1.0649, -0.6426], [-4.3529, -1.8726, -0.0070], [-3.6397, -0.5251, 0.8891], [-2.0305, -3.6308, -0.7099], [-2.0000, -4.5330, 0.8215], [-3.5372, -4.0746, 0.0976], [-0.6716, -3.6748, 2.5953], [1.6400, -3.1358, 0.6420], [1.4011, -4.6325, 1.5425], [0.2649, -4.1550, 0.2752], [1.9353, -2.0956, 2.8563], [0.5879, -1.8308, 3.9601], [1.3636, -3.4187, 3.8582], [-1.2284, -4.2128, -3.0823], [0.3731, -3.2177, -2.9049], [1.5083, -3.6665, -3.5560], [2.6639, -2.9095, -3.5508], [4.1971, -3.6678, -4.3794], [2.7196, -1.6376, -2.9585], [3.9089, -0.7827, -3.0821], [4.4221, 0.0834, -2.1767], [4.0297, 0.4228, -0.8399], [1.3862, 0.1383, -1.8505], [1.5381, -1.2264, -2.3314], [0.3672, -2.0052, -2.2016], [-0.6409, -1.5311, -1.5244], [1.4905, -4.6200, -4.0657], [4.4686, -0.9108, -3.9987], [5.2670, 0.6650, -2.5402], [4.5992, 1.1334, -0.2599], [3.3568, -0.8621, 0.3226], [1.8794, 0.0376, 1.0244], [2.2738, 0.4342, 2.2558], [1.4897, 1.1454, 3.1946], [2.0056, 1.4913, 4.4188], [3.3298, 1.1493, 4.7926], [4.1267, 0.4515, 3.9361], [3.6286, 0.0654, 2.6581], [4.3529, -0.6412, 1.8046], [0.4755, 1.3926, 2.9570], [1.3769, 2.0303, 5.1196], [3.7065, 1.4393, 5.7668], [5.1396, 0.1723, 4.1987]],
  "forces_ev_per_angstrom": [[0.55, -2.00, 0.36], [-0.05, 0.01, -0.01], [-0.21, -0.14, 0.10], [0.01, -0.03, -0.04], [-0.16, 0.66, -0.16], [-0.06, -0.13, -0.02], [-0.12, -0.22, 0.12], [0.03, 0.03, 0.01], [-0.15, 0.14, 0.09], [-0.06, -0.19, -0.14], [0.04, 0.11, 0.22], [0.06, 0.11, -0.09], [0.03, -0.13, 0.02], [-0.23, 0.09, 0.09], [-0.36, 0.60, 0.29], [0.23, 0.28, -0.47], [-0.08, 0.10, 0.16], [0.02, 0.08, -0.11], [0.02, -0.02, -0.04], [-0.06, -0.06, 0.04], [0.03, -0.21, -0.05], [-0.40, 0.35, 0.16], [0.08, 0.02, -0.35], [0.00, 0.00, 0.04], [0.10, 0.08, -0.02], [0.27, -0.02, -0.18], [-0.07, -0.03, 0.14], [0.03, -0.01, 0.04], [0.04, -0.04, 0.01], [-0.03, 0.01, 0.05], [0.03, 0.07, 0.00], [0.00, 0.07, -0.05], [0.04, 0.06, -0.03], [-0.01, -0.03, -0.05], [0.06, -0.04, 0.01], [0.03, 0.01, -0.09], [-0.17, 0.01, 0.02], [0.04, -0.04, -0.12], [0.06, 0.10, 0.05], [0.07, 0.05, 0.02], [0.02, -0.01, 0.05], [-0.02, 0.05, 0.00], [-0.01, -0.03, 0.02], [-0.02, -0.03, 0.05], [-0.01, -0.04, -0.06], [0.01, -0.03, 0.02], [0.00, -0.03, 0.04], [0.02, -0.02, -0.03], [0.02, 0.01, -0.07], [-0.03, 0.07, -0.04], [-0.08, -0.03, 0.10], [0.00, -0.05, 0.02], [0.05, 0.03, 0.07], [0.05, -0.03, -0.04], [-0.08, 0.02, 0.21], [0.05, 0.01, 0.00], [0.07, 0.04, 0.03], [0.00, -0.05, 0.01], [0.00, 0.03, 0.03], [-0.04, 0.04, -0.01], [-0.11, -0.01, -0.01], [-0.04, 0.00, -0.01], [0.06, -0.08, -0.06], [-0.01, 0.02, -0.03], [0.05, -0.03, -0.08], [0.05, -0.10, -0.08], [-0.03, 0.00, 0.03], [0.04, -0.01, 0.00], [0.03, 0.03, -0.02], [0.07, -0.04, 0.00], [-0.21, -0.16, 0.04], [0.13, 0.10, 0.20], [0.05, -0.37, 0.03], [0.10, 0.13, -0.42], [0.04, 0.38, 0.05], [-0.20, 0.26, 0.16], [0.32, -0.13, -0.02], [0.00, 0.01, 0.00], [-0.03, 0.01, -0.04], [0.02, -0.02, 0.04], [0.08, 0.18, -0.11], [0.01, 0.07, -0.57], [0.08, 0.03, 0.43], [-0.08, 0.10, 0.11], [0.26, -0.12, -0.02], [0.01, -0.01, 0.03], [-0.11, 0.08, 0.05], [-0.02, -0.06, -0.10], [-0.13, 0.14, 0.12], [0.13, -0.03, 0.03], [-0.13, 0.06, -0.05], [0.05, -0.03, -0.03], [-0.05, 0.00, -0.05], [-0.05, -0.01, -0.05]]
}

{
  "formula": "C14H28BN2O28S5",
  "method": "wB97M-V/def2-TZVPD",
  "fmax_ev_per_a": 5.2,
  "lumo_ev": -4.75,
  "de_lowest_kj_mol": 27.4,
  "homo_ev": -12.1,
  "charge": 1,
  "species": ["N", "H", "H", "H", "H", "N", "H", "H", "H", "H", "O", "C", "O", "B", "O", "C", "O", "O", "C", "O", "C", "O", "O", "C", "C", "O", "S", "O", "O", "O", "H", "H", "H", "H", "C", "C", "O", "S", "O", "O", "O", "H", "H", "H", "H", "C", "C", "O", "S", "O", "O", "O", "H", "H", "H", "H", "C", "C", "O", "S", "O", "O", "O", "H", "H", "H", "H", "C", "C", "O", "S", "O", "O", "O", "H", "H", "H", "H"],
  "positions_angstrom": [[0.8446, 6.6813, 2.3972], [0.2179, 7.2716, 1.8691], [0.9458, 6.9519, 3.3650], [1.6935, 6.7438, 1.8536], [0.4770, 5.7675, 2.1738], [1.5390, 6.5712, -2.6210], [1.3364, 5.6949, -2.1615], [2.3454, 7.0100, -2.1998], [0.8200, 7.2632, -2.4650], [1.7101, 6.5405, -3.6159], [0.2695, 4.4172, 0.8645], [0.5049, 3.3415, 0.2701], [-0.0190, 2.1716, 0.4659], [0.6500, 1.2590, -0.4708], [1.5294, 2.0571, -1.4096], [1.3959, 3.3389, -1.0266], [1.7665, 4.2826, -1.6645], [-0.3686, 0.4684, -1.2277], [-0.3897, -0.8126, -0.8083], [-1.1313, -1.7134, -1.1924], [0.7231, -0.9282, 0.2055], [1.4065, 0.2141, 0.1832], [1.0891, -1.9626, 0.7072], [-3.4678, -4.4182, -1.1440], [-2.0578, -4.9154, -1.6548], [-1.3649, -5.4928, -0.5181], [-2.3118, -5.5296, 0.8334], [-1.6627, -4.7129, 1.8846], [-2.7117, -6.9147, 1.1571], [-3.6163, -4.7320, 0.2502], [-4.3220, -4.9434, -1.5713], [-3.6058, -3.3486, -1.3026], [-1.4471, -4.1134, -2.0694], [-2.0500, -5.6054, -2.4986], [1.6227, -6.2888, 1.8773], [2.1412, -4.7994, 1.8437], [3.4512, -4.9047, 2.4314], [4.1621, -6.2259, 1.6374], [5.2093, -6.7630, 2.4987], [4.5836, -5.8143, 0.3139], [2.7722, -7.1114, 1.6283], [0.9884, -6.4420, 1.0042], [1.0756, -6.6216, 2.7593], [1.7225, -4.0525, 2.5182], [2.0804, -4.4250, 0.8218], [0.0489, 0.3764, -4.6165], [1.3983, 1.0740, -4.4384], [0.9932, 2.3878, -4.1913], [-0.6298, 2.7930, -4.1659], [-1.0642, 3.3705, -5.4158], [-0.9713, 3.3955, -2.8747], [-0.9892, 1.1683, -4.1132], [-0.0675, -0.5462, -4.0479], [-0.2530, 0.1050, -5.6281], [2.0493, 0.9599, -5.3052], [1.9353, 0.7582, -3.5440], [-4.2535, 0.8474, -0.7250], [-3.5984, 2.2482, -0.9585], [-4.0965, 3.0067, 0.1231], [-5.5981, 2.4454, 0.6966], [-6.7179, 2.8023, -0.1870], [-5.6431, 2.6879, 2.1288], [-5.1576, 0.8579, 0.3451], [-3.4615, 0.1540, -0.4419], [-4.6853, 0.3945, -1.6174], [-3.7316, 2.7859, -1.8973], [-2.5189, 2.2407, -0.8078], [2.4398, -1.0278, 3.5784], [2.3377, 0.3976, 3.1085], [2.1455, 1.2779, 4.1076], [2.3750, 0.4427, 5.5927], [1.1643, 0.0129, 6.2777], [3.4542, 1.0309, 6.3831], [3.0281, -0.8070, 4.7693], [3.1967, -1.5464, 2.9901], [1.5366, -1.6061, 3.7736], [1.5386, 0.4816, 2.3720], [3.2481, 0.5761, 2.5364]],
  "forces_ev_per_angstrom": [[-0.07, 0.51, -1.48], [-0.62, 0.78, 0.38], [-0.04, -0.10, 0.36], [0.86, -0.06, 0.37], [-0.29, -1.57, 0.42], [0.09, 2.81, -0.47], [-0.03, -1.64, 0.42], [0.71, -0.27, 0.19], [-0.76, 0.05, -0.12], [-0.03, -0.56, -0.46], [0.62, -2.21, -0.80], [-0.80, 2.93, 0.45], [0.97, 1.46, 0.02], [-0.14, -2.69, -1.54], [-0.86, 1.90, 1.79], [-0.79, -3.21, -0.40], [0.49, 0.40, 0.37], [-0.39, 0.00, -0.08], [-2.06, -0.80, -0.95], [1.68, 2.35, 0.71], [1.51, -2.16, -0.29], [0.30, 0.56, 0.87], [-0.48, 1.35, 0.06], [-0.11, -0.58, -0.50], [-0.10, 0.38, 0.06], [-1.48, 0.23, 0.77], [0.28, -0.71, 2.17], [-1.42, -1.92, -2.66], [1.08, 3.33, -1.03], [2.05, -0.46, 0.36], [0.34, 0.00, -0.60], [0.24, -0.04, 0.23], [-0.08, 0.43, 0.73], [-0.65, -0.63, 0.49], [-0.66, 1.17, -0.98], [-0.25, -0.70, 1.30], [1.26, -1.89, -2.04], [1.39, 1.14, 1.36], [-2.53, 0.53, -1.24], [-1.31, -0.67, 1.25], [1.98, 0.72, 0.22], [-0.20, 0.04, 0.14], [0.48, 0.15, 0.19], [-0.91, -0.49, -0.23], [0.62, 0.05, 0.02], [-0.53, -2.14, -0.45], [-1.03, -0.81, 0.37], [-0.83, 3.85, -0.04], [1.07, -3.43, 0.21], [0.73, -0.32, 1.88], [0.79, -0.70, -2.36], [-1.06, 3.22, 0.74], [0.47, -0.04, 0.11], [0.64, 0.27, -0.35], [-0.20, 0.39, -0.09], [-0.09, -0.19, -0.05], [1.56, -0.94, -1.30], [-0.13, -0.22, 0.63], [-2.30, 0.76, 1.43], [0.37, -0.51, -1.00], [2.63, -0.50, 1.89], [0.16, -0.53, -2.76], [-1.13, 2.31, 1.08], [0.06, 0.01, 0.15], [-0.40, 0.44, -0.06], [-0.70, -0.43, -0.16], [-0.02, -0.43, 0.05], [-0.46, -0.41, -1.07], [-0.77, -1.24, -4.57], [-0.53, 0.73, 4.36], [1.67, -0.88, 0.80], [1.55, 1.24, -1.84], [-2.28, -0.59, -1.85], [1.53, 0.73, 4.89], [-0.56, -0.31, -0.25], [-0.32, 0.08, -0.75], [-0.11, 0.19, 0.25], [0.33, 0.48, 0.28]]
}